Below is C23H33Cl2N4O4Sc as an isolated structure, with properties calculated with wB97M-V/def2-TZVPD.

Summary:
Calculated total energy, Ha: -3097.5237
Frontier orbital gap, eV: 8.24
Lowest unoccupied orbital energy, eV: 0.23
2S+1: 1
Energy above the lowest of the compared OMol25 structures with the same formula, charge and spin, kcal per mole: 0.0
E_HOMO, hartree: -0.2944
M, Da: 545.4

Each line ends with the Löwdin charge.
CARTESIAN COORDINATES (ANGSTROEM)
C1 0.27 -2.66 -0.32  -0.23
C2 -0.52 0.49 -2.54  -0.39
O1 -2.84 -2.04 4.86  0.05
H1 -1.31 -1.32 7.55  0.08
H2 1.45 -5.53 -0.77  0.10
H3 -4.61 2.17 -1.83  0.09
C3 -0.61 -0.93 3.61  -0.12
H4 0.37 5.19 -5.10  0.10
C4 3.80 1.55 -2.00  -0.03
C5 2.66 -0.01 -0.55  -0.31
H5 3.47 2.60 -2.07  0.10
C6 -1.91 0.44 -1.56  -0.32
Cl1 -2.30 0.56 1.58  0.15
O2 0.53 0.12 -1.80  -0.29
C7 -4.03 1.71 -1.02  -0.10
C8 4.10 1.72 0.46  -0.04
C9 0.44 2.87 -2.61  -0.07
H6 -1.35 -1.42 2.97  0.07
N1 -2.07 -1.55 6.95  0.16
H7 4.88 1.51 -2.21  0.09
C10 0.86 -4.78 -1.32  -0.03
H8 -2.55 -1.38 -0.50  0.05
H9 0.81 2.71 -1.58  0.02
Cl2 0.56 2.40 0.80  0.09
H10 -4.49 0.74 -0.78  0.07
C11 0.33 -0.36 5.75  -0.01
C12 -0.32 1.86 -3.20  -0.19
H11 -0.41 -5.26 1.17  0.10
C13 -1.96 -1.58 5.58  -0.48
H12 -1.09 3.42 -6.12  0.10
H13 -1.45 1.27 -4.92  0.11
N2 3.52 1.01 -0.68  -0.16
C14 -0.91 -4.65 0.42  0.00
H14 3.61 2.70 0.58  0.08
O3 1.96 -0.23 0.47  -0.16
H15 5.16 1.89 0.25  0.09
H16 -1.50 -5.31 -0.23  0.10
O4 -0.46 -1.91 0.39  -0.14
H17 1.36 4.80 -2.83  0.10
H18 0.33 -0.37 6.84  0.10
H19 2.61 -0.66 -1.43  0.13
H20 -0.77 -0.24 -3.35  0.13
H21 -4.14 2.35 -0.15  0.07
C15 1.36 0.27 5.05  -0.04
C16 -0.64 3.27 -5.15  -0.09
H22 -2.11 2.54 -1.63  0.12
H23 2.20 0.74 5.56  0.10
C17 1.29 0.34 3.64  -0.11
C18 -0.71 -0.97 5.02  -0.10
H24 -1.56 -3.92 0.90  0.10
H25 1.11 -2.24 -0.92  0.13
H26 3.99 1.13 1.37  0.08
H27 1.54 -4.13 -1.88  0.10
H28 -2.00 -1.64 -2.18  0.08
C19 0.72 4.05 -3.29  -0.08
C20 -2.59 1.59 -1.40  -0.15
H29 3.26 0.95 -2.74  0.10
H30 0.19 -5.30 -2.02  0.10
H31 -3.59 -0.87 -1.84  0.08
C21 -0.85 2.07 -4.48  -0.05
N3 0.08 -3.96 -0.41  -0.16
Sc1 -0.27 0.21 0.37  0.52
C22 0.17 4.26 -4.56  -0.10
H32 -2.88 -2.01 7.35  0.11
H33 2.05 0.86 3.06  0.09
C23 -2.54 -0.94 -1.51  -0.09
N4 0.30 -0.21 2.94  0.00

=====

Below is a 2-piece molecular cluster, C23H33N2O4P overall, with properties calculated with wB97M-V/def2-TZVPD.

Summary:
Calculated total energy, Ha: -1647.9329
Frontier orbital gap, eV: 7.45
Lowest unoccupied orbital energy, eV: -1.70
2S+1: 1
Energy above the lowest of the compared OMol25 structures with the same formula, charge and spin, kcal per mole: 16.8
E_HOMO, hartree: -0.3362
M, Da: 432.5
Structure (SMILES): [H]/N=C/C[PH](CCc1ccccc1)(CC(=O)N(C)C)OCCC.O=C1C=CC(=O)C=C1

Each line ends with the Löwdin charge.
CARTESIAN COORDINATES (ANGSTROEM)
C1 1.71 6.58 0.09  0.02
H1 1.16 -1.33 -1.68  0.10
C2 1.85 -0.20 0.83  -0.24
O1 2.87 7.20 -1.86  0.11
C3 -1.01 -0.99 -1.21  -0.21
H2 4.32 0.93 -1.19  0.10
C4 3.92 5.54 -0.58  0.02
H3 -1.13 -0.12 2.68  0.08
N1 -4.50 0.84 -1.08  -0.15
H4 -6.53 0.58 -0.50  0.09
H5 1.07 0.81 2.51  0.13
C5 -5.89 0.46 -1.38  -0.10
C6 3.71 0.23 -0.63  -0.10
N2 0.03 -2.88 -2.37  0.10
C7 2.76 4.84 1.46  -0.39
H6 -0.49 -5.43 -0.47  0.07
C8 2.84 6.50 -0.88  -0.39
C9 0.37 -5.52 0.21  -0.10
C10 3.89 4.77 0.50  0.01
H7 0.93 7.29 -0.15  0.12
O2 2.73 4.14 2.45  0.10
H8 -6.27 1.17 -2.12  0.08
H9 1.66 -2.24 1.42  0.10
C11 1.67 5.81 1.17  0.02
H10 -5.97 -0.55 -1.81  0.09
H11 -2.19 1.10 -0.02  0.07
C12 -2.61 0.26 0.55  -0.22
H12 0.95 -3.22 -2.67  0.05
H13 0.20 1.24 1.06  0.11
H14 -2.82 0.64 1.56  0.09
H15 0.03 -1.41 2.57  0.09
H16 -2.57 -2.06 0.94  0.08
O3 -0.54 -2.77 0.54  -0.42
C13 0.16 -1.78 -1.77  -0.29
H17 -1.44 -3.44 2.31  0.11
C14 2.22 -1.52 0.83  -0.06
H18 -1.88 -1.23 -1.83  0.08
C15 3.29 -1.99 0.11  -0.08
H19 -3.61 -0.39 -2.64  0.09
C16 -3.98 -0.02 -0.04  -0.49
H20 -4.35 1.12 -3.14  0.08
H21 2.42 1.75 0.05  0.11
H22 -2.82 1.23 -2.31  0.08
C17 -0.44 -0.61 1.99  -0.24
C18 -3.75 0.66 -2.34  -0.09
H23 -0.52 -5.67 2.17  0.10
H24 0.59 -6.59 0.31  0.06
O4 -4.69 -0.93 0.37  0.05
H25 4.89 -1.49 -1.20  0.11
H26 1.20 -4.99 -0.26  0.06
P1 -1.44 -1.27 0.58  0.89
C19 -1.13 -3.81 1.32  -0.32
C20 -0.05 -4.88 1.56  -0.23
H27 4.73 5.49 -1.30  0.12
H28 0.86 5.85 1.88  0.12
C21 2.62 0.68 0.08  -0.06
H29 0.81 -4.47 2.09  0.10
C22 4.04 -1.11 -0.63  -0.10
H30 3.50 -3.06 0.15  0.11
C23 0.67 0.40 1.57  -0.17
H31 -1.95 -4.27 0.75  0.12
H32 4.67 4.06 0.73  0.12
H33 -0.74 0.07 -1.34  0.08

=====

Below is one molecule with the formula C23H33N5O, with properties calculated with wB97M-V/def2-TZVPD.

Summary:
Calculated total energy, Ha: -1244.4749
Frontier orbital gap, eV: 6.94
Lowest unoccupied orbital energy, eV: -1.33
2S+1: 1
Energy above the lowest of the compared OMol25 structures with the same formula, charge and spin, kcal per mole: 533.7
E_HOMO, hartree: -0.3039
M, Da: 395.6
Structure (SMILES): CC(C)=CCC[C@@H](C)CN1CCC(n2nccc2NC(=O)c2cccnc2)CC1

Each line ends with the Löwdin charge.
CARTESIAN COORDINATES (ANGSTROEM)
H1 -1.74 -2.92 2.01  0.08
H2 3.24 -8.81 0.90  0.13
C1 2.20 -5.53 1.08  -0.12
C2 -0.74 5.31 -4.10  -0.06
H3 1.52 -4.41 -0.73  0.17
N1 1.44 4.23 -3.90  0.10
N2 -0.15 1.94 3.32  0.09
C3 -2.70 -0.77 1.36  -0.17
H4 1.82 3.12 -2.27  0.14
H5 -2.54 -5.37 -0.75  0.07
H6 -3.19 -1.36 1.78  -0.01
H7 2.61 -5.52 2.05  0.09
H8 -0.37 -5.10 1.78  0.19
N3 0.44 3.59 0.07  0.18
C4 -0.19 0.19 0.39  -0.16
C5 -0.95 -0.68 -0.54  -0.13
H9 2.20 -5.95 -1.52  0.06
H10 -2.80 -4.86 0.87  0.00
H11 0.18 0.78 -0.46  0.13
C6 1.10 3.75 -2.85  -0.20
H12 1.73 -3.61 1.05  0.14
H13 1.10 2.95 4.72  0.08
C7 0.50 4.87 -4.70  0.03
H14 -1.86 1.82 0.43  0.20
C8 -0.83 -3.98 0.09  -0.26
H15 -2.42 0.74 2.75  0.08
H16 3.42 -6.97 -1.76  0.06
H17 -0.75 -3.58 -0.83  0.07
H18 1.42 4.49 2.56  0.08
C9 -0.02 4.07 -2.14  -0.12
C10 2.75 -6.56 0.30  -0.25
C11 0.97 3.61 2.46  -0.07
H19 -3.17 -3.74 -0.16  0.00
C12 2.60 -6.87 -1.11  -0.10
H20 -0.06 -2.44 1.38  0.14
H21 -1.48 5.87 -4.86  0.17
H22 4.57 -7.83 0.44  0.02
O1 -1.83 3.53 -0.39  -0.12
C13 -0.51 3.66 -0.97  -0.26
C14 1.38 -4.55 0.49  -0.25
C15 -2.01 0.16 2.04  -0.17
C16 -1.04 1.09 1.12  -0.24
C17 0.47 3.12 1.50  -0.27
C18 0.79 2.81 3.73  -0.02
H23 -1.61 -0.33 -0.98  -0.02
H24 3.74 -7.52 2.13  0.00
H25 -1.09 -0.30 2.60  0.15
H26 -1.77 5.18 -2.41  0.09
H27 1.36 3.89 -0.13  0.12
H28 0.92 5.31 -5.43  0.03
C19 -2.56 -4.54 -0.04  0.01
H29 2.09 -7.82 -1.26  0.09
H30 0.59 -0.30 0.71  0.07
C20 -0.96 4.92 -2.94  -0.01
N4 -0.45 2.17 1.94  0.00
C21 0.00 -5.02 0.65  -0.23
C22 -1.23 -2.77 1.11  -0.11
N5 -1.93 -1.64 0.18  -0.05
C23 3.78 -7.66 1.13  -0.02
H31 -3.36 -0.20 0.54  0.17
H32 -0.43 -1.50 -1.14  0.16
H33 -0.39 -5.73 0.17  0.05

=====

Below is a 6-piece molecular cluster, C23H33N6O2 overall, with properties calculated with wB97M-V/def2-TZVPD.

Summary:
Calculated total energy, Ha: -1375.1166
Total charge: -1
Frontier orbital gap, eV: 4.58
Lowest unoccupied orbital energy, eV: 2.45
2S+1: 1
E_HOMO, hartree: -0.0784
M, Da: 425.6

Each line ends with the Löwdin charge.
CARTESIAN COORDINATES (ANGSTROEM)
C1 4.41 5.20 -3.27  -0.14
C2 0.62 1.21 1.50  -0.06
H1 -2.52 -3.47 2.71  0.13
H2 -5.59 3.44 -3.72  0.08
C3 0.58 0.61 -0.93  -0.36
N1 2.94 3.58 -3.63  0.03
C4 -0.18 -3.86 4.30  -0.15
H3 4.47 5.82 -5.43  0.07
C5 3.68 4.20 -2.67  -0.15
H4 -0.77 3.28 -0.14  0.08
H5 -0.31 2.71 -2.51  0.03
C6 0.44 1.73 0.07  -0.42
H6 -0.24 -0.10 -0.66  0.07
H7 -0.24 1.50 2.11  0.07
C7 -4.09 3.30 -2.15  -0.15
C8 -4.96 1.41 -3.01  -0.12
H8 0.21 -4.94 6.16  0.09
C9 3.18 -4.33 -0.22  -0.12
H9 -2.80 2.23 -0.83  0.10
H10 0.54 -0.77 5.02  0.11
H11 -0.27 -2.13 3.09  0.11
H12 0.89 -2.48 7.09  0.09
C10 -4.99 2.83 -3.07  -0.13
N2 -3.53 2.22 -1.52  0.03
C11 3.34 -3.67 1.03  -0.11
C12 -2.51 -0.90 0.85  -0.10
C13 1.92 -4.06 -0.67  -0.14
N3 -2.48 -2.81 1.96  -0.01
H13 -0.50 -4.58 3.57  0.10
H14 1.41 -4.35 -1.57  0.10
N4 -0.07 -2.53 3.99  0.01
C14 -2.21 -1.95 -0.06  -0.11
C15 -4.04 1.07 -2.05  -0.14
H15 2.28 2.82 -3.44  0.11
H16 1.52 0.09 -0.65  0.09
O1 -0.87 2.33 -0.06  -0.10
H17 -5.53 0.72 -3.61  0.08
H18 1.87 -2.40 2.12  0.09
C16 0.19 -4.01 5.61  -0.11
H19 1.20 2.49 -0.12  0.12
N5 1.30 -3.26 0.26  0.03
H20 1.54 1.57 1.97  0.07
H21 -2.01 -1.84 -1.12  0.10
C17 0.38 -1.84 5.07  -0.13
C18 -2.20 -3.11 0.65  -0.15
C19 -2.68 -1.46 2.08  -0.14
H22 -2.57 0.15 0.62  0.09
H23 3.63 3.88 -1.65  0.10
H24 -2.01 -4.13 0.35  0.11
C20 4.08 5.17 -4.66  -0.14
H25 0.37 -2.89 0.18  0.11
H26 0.66 0.11 1.50  0.05
C21 3.17 4.16 -4.83  -0.15
C22 2.16 -3.02 1.29  -0.15
H27 4.22 -3.66 1.65  0.08
N6 0.51 0.90 -2.35  -0.17
O2 0.60 2.40 -2.50  -0.29
H28 5.10 5.87 -2.78  0.07
H29 -3.68 0.12 -1.70  0.09
C23 0.55 -2.72 6.10  -0.11
H30 -3.80 4.30 -1.88  0.10
H31 -2.91 -1.02 3.04  0.11
H32 2.67 3.81 -5.72  0.10
H33 3.92 -4.93 -0.73  0.08